## A
Formula: C2H3N3O
Source: the Open Molecules 2025 dataset
Level of theory: ωB97M-V/def2-TZVPD

Properties
SMILES string ... Oc1nc[nH]n1
LUMO energy ... 0.87 eV
Orbital gap ... 10.69 eV

Cartesian coordinates (Å):
1 O 2.21 -0.27 0.08
2 C 0.87 -0.12 0.08
3 N 0.04 -1.18 -0.08
4 C -1.14 -0.62 -0.01
5 N -1.02 0.70 0.18
6 N 0.28 1.05 0.25
7 H 2.58 0.18 -0.69
8 H -2.09 -1.13 -0.11
9 H -1.74 1.40 0.30

Atomic charges from the Mulliken analysis, expressed in e, are listed below:
1 O -0.4944
2 C 0.4353
3 N -0.4926
4 C 0.0085
5 N 0.2232
6 N -0.6400
7 H 0.3478
8 H 0.3975
9 H 0.2147


## B
Formula: C2H3N3O
Source: the Open Molecules 2025 dataset
Level of theory: ωB97M-V/def2-TZVPD

Properties
LUMO energy ... -0.60 eV
Orbital gap ... 9.12 eV

Cartesian coordinates (Å):
1 N -0.92 0.65 1.15
2 C -0.86 0.14 -0.11
3 N -0.42 -1.10 -0.36
4 C 0.80 -0.72 -0.78
5 N 1.03 0.59 -0.89
6 O -0.32 1.10 -0.87
7 H -1.08 -0.12 1.80
8 H 0.18 0.89 0.99
9 H 1.60 -1.43 -0.94

Atomic charges from the Mulliken analysis, expressed in e, are listed below:
1 N -0.5028
2 C 0.5671
3 N -0.5708
4 C 0.0346
5 N -0.4483
6 O -0.1980
7 H 0.3088
8 H 0.4139
9 H 0.3955


Stability, highest: A